[1]
Here is an isolated molecule of C24H19N3O2 from the Open Molecules 2025 dataset. Energies are from ωB97M-V/def2-TZVPD.

Last column: natural (NBO) charge in e.
Atoms and positions in Å:
O  0.2647  -0.6499  -0.2702  -0.600
N  -0.9462  1.7272  0.7951  -0.266
O  3.3119  0.4250  1.4027  -0.411
C  0.9409  0.2667  0.2237  0.614
C  2.4775  -0.0092  0.3645  0.173
C  -3.2275  1.1092  0.5959  -0.082
C  3.1887  -0.7259  -0.5384  -0.237
C  -3.9999  2.1961  0.3925  -0.020
C  -1.8118  0.8152  0.8519  0.083
C  -5.0192  -2.3745  0.1895  -0.246
C  -6.2511  -1.8681  -0.3066  -0.201
C  -3.9810  -1.4552  0.4251  -0.158
C  -6.4074  -0.5084  -0.4450  -0.262
C  8.0819  -2.4050  -1.5512  -0.205
C  5.7952  0.3922  1.6925  -0.224
C  6.9324  -2.7277  -2.2916  -0.225
C  4.5638  0.0527  1.0609  0.274
C  -4.1544  -0.0277  0.3274  -0.135
C  -5.3294  0.3785  -0.1212  0.210
C  8.1657  -1.6319  -0.4115  -0.201
C  6.9735  -0.2563  1.2925  -0.178
C  5.7597  -2.2030  -1.7581  -0.164
C  4.5433  -0.6877  -0.0856  -0.108
C  6.9287  -1.1542  0.1125  -0.031
C  5.7062  -1.3770  -0.6071  -0.052
N  0.3761  1.4675  0.6634  -0.443
N  -5.2828  1.8118  -0.0127  -0.370
C  -6.9734  3.3392  0.6696  -0.604
C  -6.3311  2.7172  -0.5134  -0.214
H  2.7319  -1.3566  -1.3393  0.255
H  -3.4389  3.0659  0.1271  0.234
H  -1.5506  -0.1938  1.1058  0.197
H  -4.7683  -3.3942  0.2034  0.213
H  -7.0511  -2.4729  -0.8225  0.219
H  -3.0280  -1.9938  0.5877  0.216
H  -7.2637  -0.1233  -0.8439  0.203
H  9.0250  -2.8858  -1.8573  0.208
H  5.7552  1.0242  2.5897  0.226
H  6.8268  -3.2008  -3.2295  0.228
H  9.0807  -1.3226  0.0590  0.218
H  7.9263  -0.0967  1.7078  0.213
H  4.7470  -2.2185  -2.2318  0.206
H  1.1621  2.1172  0.9153  0.406
H  -6.2849  3.8775  1.2807  0.210
H  -7.7415  4.1091  0.4654  0.209
H  -7.4600  2.5455  1.2622  0.208
H  -7.1172  2.3310  -1.1088  0.215
H  -5.8459  3.5518  -1.0181  0.197

Forces on atoms 1 to 2 (eV/Å):
O 1.3 1.6 0.6
N 0.3 2.5 -1.0

Summary:
- highest occupied orbital energy (eV) = -7.711
- energy relative to the best compared isomer or geometry (same formula, charge and spin) (kcal per mole) = 115.0
- total charge = 0
- SMILES string = CCn1cc(/C=N/NC(=O)c2cc3c(ccc4ccccc43)o2)c2ccccc21



[2]
Here is a structure of composition C24H19N6O4PdS from the Open Molecules 2025 dataset. Energies are from ωB97M-V/def2-TZVPD.

Last column: natural (NBO) charge in e.
Atoms and positions in Å:
Pd  -1.1261  -0.9279  0.2022  1.305
O  -2.9463  -1.7326  0.8200  -0.691
C  -3.5031  -1.7546  1.9828  0.482
C  -4.8348  -2.2437  2.1143  -0.305
C  -5.4100  -2.3740  3.3407  -0.107
C  -4.7296  -2.0146  4.5171  -0.228
C  -3.4875  -1.4076  4.4415  -0.132
C  -2.8300  -1.1748  3.2095  -0.188
C  -1.5994  -0.6114  3.2304  0.095
N  -0.7181  -0.6110  2.2436  -0.305
N  0.4622  -0.1409  2.5363  -0.305
C  1.3538  -0.0479  1.4860  0.635
O  1.0863  -0.3474  0.2810  -0.681
C  2.7182  0.4358  1.8219  -0.162
C  3.6117  0.7191  0.7778  -0.169
C  4.8495  1.2858  1.0993  -0.190
C  5.2618  1.3984  2.4160  -0.183
C  4.4083  1.0476  3.4318  -0.205
C  3.0950  0.5867  3.1498  -0.152
H  -5.3440  -2.5578  1.2545  0.239
H  -6.4267  -2.7649  3.3865  0.234
H  -5.1531  -2.0178  5.4959  0.234
H  -3.0414  -1.0700  5.3321  0.218
H  -1.1996  -0.2574  4.1784  0.218
H  3.3094  0.6337  -0.2287  0.231
H  5.5324  1.6513  0.3282  0.221
H  6.1958  1.9159  2.5849  0.228
H  4.6350  1.2244  4.4855  0.227
H  2.4172  0.3408  3.9596  0.239
N  4.9071  -0.2351  -4.5638  -0.763
C  3.5995  -0.3470  -4.1907  0.245
C  3.1799  -1.0822  -3.0809  -0.281
C  1.8457  -1.1473  -2.7964  -0.128
C  0.8874  -0.4325  -3.5150  -0.413
C  1.3101  0.3070  -4.5956  -0.121
C  2.6346  0.3892  -4.9203  -0.272
S  -0.7830  -0.4316  -3.2519  2.256
O  -1.5724  -0.4995  -4.4773  -0.840
O  -1.1957  -1.3264  -2.1595  -0.969
N  -0.9219  1.1477  -2.8562  -0.464
C  -1.9976  1.4495  -1.9744  0.480
N  -2.1403  0.9262  -0.6973  -0.504
C  -3.1269  1.4275  0.0096  0.107
C  -4.0435  2.3143  -0.5129  -0.277
C  -3.7801  2.8297  -1.7414  0.109
N  -2.7475  2.4175  -2.4608  -0.386
H  5.5398  -0.9095  -4.1456  0.395
H  5.1638  0.0967  -5.4883  0.406
H  3.9093  -1.6168  -2.4997  0.225
H  1.6309  -1.7659  -1.9578  0.238
H  0.6024  0.8278  -5.2065  0.245
H  2.9335  0.9419  -5.7752  0.224
H  -3.2733  1.1544  1.0505  0.219
H  -4.8236  2.7117  0.0953  0.244
H  -4.3253  3.6697  -2.1670  0.225

Forces on atoms 1 to 2 (eV/Å):
Pd 0.5 0.3 -0.8
O -1.2 -0.3 0.9

Summary:
- highest occupied orbital energy (alpha / beta) (eV) = -10.958 / -11.104
- 2S+1 = 5
- ⟨S²⟩ = 6.080
- energy relative to the best compared isomer or geometry (same formula, charge and spin) (kcal per mole) = 4.7
- total charge = +1



[3]
Here is a structure of composition C24H19N6O9RuS from the Open Molecules 2025 dataset. Energies are from ωB97M-V/def2-TZVPD.

Last column: Mulliken charge in e.
Atoms and positions in Å:
Ru  -0.6042  -0.6109  0.9115  1.019
C  2.8278  1.5237  1.3727  -1.404
C  2.8182  0.0634  1.0854  -0.025
N  1.7605  -0.7131  0.9607  0.542
C  2.2155  -1.9754  0.6750  -0.073
C  3.5761  -1.9727  0.6364  -0.112
N  3.9295  -0.6744  0.8895  0.016
C  4.6527  -2.9798  0.4405  0.446
O  4.2894  -4.2387  0.3508  -0.546
O  5.8007  -2.6015  0.4071  -0.624
C  1.2321  -3.0431  0.4042  0.920
O  1.5983  -4.2170  0.3144  -0.863
O  0.0255  -2.6334  0.2450  -0.366
H  1.8491  1.8309  1.7267  0.111
H  3.0506  2.0892  0.4658  0.253
H  3.5829  1.7664  2.1220  0.521
H  4.8928  -0.3765  0.9170  0.243
H  3.2909  -4.3376  0.4033  0.467
N  -4.7831  0.9394  0.4526  -0.044
C  -4.3068  2.2309  0.6233  0.603
C  -4.9518  3.4624  0.6303  -1.177
C  -4.1521  4.5696  0.8193  -0.395
C  -2.7639  4.4484  1.0008  -0.798
C  -2.1332  3.2219  0.9929  -0.398
C  -2.9270  2.0950  0.7866  0.208
N  -2.5969  0.7379  0.7119  0.425
C  -3.7219  0.1075  0.5182  0.265
C  -3.7574  -1.3409  0.4015  -0.420
C  -4.8097  -2.1906  0.3903  -0.297
S  -4.2406  -3.7993  0.3069  -0.154
C  -2.6286  -3.2416  0.2977  -0.179
N  -2.5256  -1.9458  0.3409  0.326
H  -5.7365  0.6727  0.2898  0.226
H  -6.0224  3.5507  0.4944  0.390
H  -4.6033  5.5539  0.8232  0.382
H  -2.1708  5.3435  1.1357  0.424
H  -1.0631  3.1235  1.1081  0.247
H  -5.8665  -1.9715  0.4396  0.394
H  -1.7712  -3.9003  0.2522  0.428
C  -0.6312  -0.6522  4.1647  -0.887
O  -0.8375  -0.9241  2.8025  -0.642
H  -1.4261  -0.0175  4.5636  0.294
H  0.3196  -0.1398  4.3362  0.267
H  -0.6190  -1.5790  4.7398  0.277
O  0.3238  3.0525  -1.1849  -0.681
C  0.4445  1.8547  -1.0006  -0.275
O  0.0704  1.2300  0.0747  0.112
C  1.1584  1.0190  -2.0484  0.261
C  2.1496  1.6292  -2.8076  -0.583
C  2.8640  0.9023  -3.7467  -0.543
C  2.5538  -0.4321  -3.9289  0.026
C  1.5611  -1.0630  -3.2062  -0.814
C  0.8714  -0.3273  -2.2574  0.190
N  3.3082  -1.2135  -4.9383  1.022
O  4.1583  -0.6317  -5.5833  -0.619
O  3.0363  -2.3914  -5.0605  -0.606
H  2.3473  2.6813  -2.6512  0.513
H  3.6466  1.3519  -4.3408  0.496
H  1.3438  -2.1061  -3.3890  0.513
H  0.1006  -0.8100  -1.6819  0.701

Forces on atoms 1 to 2 (eV/Å):
Ru 0.2 0.2 -0.1
C 0.1 -0.1 0.0

Summary:
- highest occupied orbital energy (alpha / beta) (eV) = -9.088 / -9.185
- 2S+1 = 6
- ⟨S²⟩ = 8.760
- total charge = 0



[4]
Here is a structure of composition C24H19OPRh from the Open Molecules 2025 dataset. Energies are from ωB97M-V/def2-TZVPD.

Last column: Mulliken charge in e.
Atoms and positions in Å:
Rh  1.1177  -0.5331  1.8286  -0.190
C  1.7171  -0.5135  4.1183  -0.555
C  2.6668  -1.3421  3.4757  -0.394
C  1.9730  -2.4357  2.9014  -0.365
C  0.5929  -2.3064  3.2329  -0.518
C  0.4316  -1.1161  3.9821  -0.405
H  1.9191  0.4267  4.6075  0.446
H  3.7213  -1.1352  3.3877  0.453
H  2.4105  -3.2448  2.3384  0.425
H  -0.1908  -3.0024  2.9808  0.481
H  -0.4942  -0.7455  4.3912  0.442
O  3.5640  0.4551  0.6249  -0.352
C  2.4980  0.9736  0.6047  -0.091
C  1.8699  1.8725  -0.3676  0.714
C  2.6166  2.8992  -0.9470  -0.752
C  1.9809  3.8020  -1.7800  -0.547
C  0.6209  3.6808  -2.0398  -0.768
C  -0.1203  2.6505  -1.4778  -0.506
C  0.4924  1.7374  -0.6283  0.176
P  -0.3783  0.3168  0.0850  1.352
C  0.1261  -1.0985  -0.9464  0.505
C  -0.2768  -2.3785  -0.5451  -0.256
C  0.1304  -3.4966  -1.2525  -0.791
C  0.9578  -3.3523  -2.3582  -0.525
C  1.3638  -2.0896  -2.7626  -0.697
C  0.9489  -0.9643  -2.0648  -0.352
C  -2.1416  0.5854  -0.1970  0.223
C  -2.8348  -0.0702  -1.2111  -0.079
C  -4.1879  0.1771  -1.3866  -0.728
C  -4.8464  1.0760  -0.5591  -0.460
C  -4.1550  1.7305  0.4520  -0.730
C  -2.8062  1.4807  0.6402  -0.191
H  3.6732  2.9874  -0.7336  0.502
H  2.5488  4.6039  -2.2315  0.417
H  0.1336  4.3908  -2.6942  0.439
H  -1.1743  2.5575  -1.7043  0.454
H  -0.9298  -2.4929  0.3141  0.500
H  -0.1985  -4.4781  -0.9389  0.433
H  1.2838  -4.2252  -2.9072  0.414
H  2.0017  -1.9754  -3.6285  0.441
H  1.2653  0.0141  -2.4022  0.384
H  -2.3241  -0.7660  -1.8645  0.399
H  -4.7265  -0.3325  -2.1742  0.422
H  -5.9020  1.2654  -0.6990  0.405
H  -4.6684  2.4287  1.0990  0.409
H  -2.2700  1.9829  1.4375  0.421

Forces on atoms 1 to 2 (eV/Å):
Rh 0.0 0.2 -0.1
C -0.1 -0.1 0.1

Summary:
- highest occupied orbital energy (alpha / beta) (eV) = -9.885 / -11.881
- 2S+1 = 5
- ⟨S²⟩ = 6.016
- total charge = +1



For reference, max |F| by record: 5.38 3.23 0.44 0.42 eV Å⁻¹.
For reference, energy by record: -1240.59651 -2081.15598 -2424.73977 -1452.75804 hartree.